The following is a quantum chemistry calculation of a cluster of 10 separate species, C33H66O13 in total, from the OMol25 dataset.

```
112
Properties=species:S:1:pos:R:3:forces:R:3:lowdin_charge:R:1
O -0.358054 5.479938 5.222902 -1.05 -2.94 -4.74 0.01
C -0.764054 4.874938 4.143902 1.10 4.18 3.86 -0.44
O -0.160054 4.996938 2.959902 -0.41 -2.31 0.33 -0.03
C 1.067946 5.686938 2.814902 -0.57 2.85 -0.13 -0.20
C 1.810946 5.226938 1.525902 2.90 -1.11 1.68 -0.05
C -2.145054 4.293938 4.089902 4.84 -3.34 2.58 0.05
H 1.658946 5.762938 3.723902 0.30 -1.21 0.07 0.11
H 0.617946 6.744938 2.928902 1.40 -0.77 -1.47 0.15
H 1.331946 5.108938 0.638902 -2.99 -0.02 -2.18 0.01
H 2.275946 4.151938 1.553902 -0.64 1.86 0.86 0.10
H 2.626946 5.862938 1.092902 -0.32 -0.05 1.48 0.09
H -2.512054 4.187938 3.194902 -1.97 0.16 -5.19 0.01
H -2.692054 4.855938 4.719902 -2.13 1.34 2.29 0.06
H -2.008054 3.199938 4.365902 -0.43 1.20 0.57 0.12
O -0.764054 -2.144062 -0.159098 1.30 3.44 -2.01 0.01
C -0.112054 -1.301062 -0.862098 -0.77 -5.45 0.73 -0.46
O 0.047946 -0.040062 -0.584098 0.53 1.34 -1.23 -0.03
C -0.831054 0.607938 0.373902 -1.37 -2.59 0.13 -0.20
C -0.344054 2.018937 0.600902 -0.46 -3.21 2.71 -0.04
C 0.782946 -1.900062 -2.001098 1.85 1.97 2.93 0.04
H -0.634054 -0.083062 1.254902 -1.16 1.19 -0.39 0.12
H -1.860054 0.460938 -0.089098 0.99 0.41 1.12 0.14
H 0.673946 1.687938 0.851902 0.11 1.52 1.01 0.08
H -1.053054 2.522938 1.311902 1.38 -0.27 -0.46 0.11
H -0.267054 2.450938 -0.299098 -0.07 2.17 -3.24 0.03
H 1.559946 -1.193062 -2.358098 -0.44 -0.41 0.39 0.08
H 0.432946 -2.378062 -2.825098 -2.44 -0.50 -2.66 0.02
H 1.243946 -2.816062 -1.614098 0.46 0.57 0.80 0.08
O 5.492946 0.227938 -0.712098 -2.20 3.74 0.67 0.01
C 4.901946 1.293938 -0.290098 3.53 -6.76 -1.20 -0.57
O 4.010946 1.959938 -0.900098 -2.36 1.26 -1.63 0.00
C 3.617946 1.784938 -2.337098 1.92 -1.72 0.95 -0.10
C 2.252946 2.447938 -2.481098 7.68 5.42 -0.65 -0.02
C 5.156946 1.849938 1.027902 -1.11 -13.39 5.37 0.04
H 3.490946 0.707937 -2.580098 0.23 0.44 0.56 0.10
H 4.661946 2.028938 -2.811098 -2.64 0.44 -0.08 0.17
H 2.123946 2.634938 -3.472098 -0.50 0.36 -3.17 0.06
H 2.311946 3.484938 -2.066098 -0.21 -0.83 0.08 0.11
H 1.493946 1.981938 -2.175098 -5.63 -4.18 2.98 -0.02
H 6.104946 1.500938 1.550902 -1.37 -0.09 -0.94 0.14
H 4.257946 1.612938 1.672902 1.01 0.74 -0.58 0.13
H 5.284946 2.678938 0.803902 1.54 14.55 -2.32 -0.05
C -3.736054 -1.451062 2.340902 3.67 -0.66 -2.70 -0.03
C -2.692054 -1.812062 3.390902 2.35 -5.27 1.64 -0.36
O -1.903054 -2.927062 3.390902 -4.57 6.61 -0.48 -0.06
C -2.623054 -0.844062 4.581902 -0.63 -1.95 0.30 -0.06
H -3.666054 -2.301062 1.597902 -0.09 1.14 0.42 0.08
H -3.361054 -0.447062 1.788902 -1.43 -2.13 1.39 0.13
H -4.717054 -1.505062 2.727902 -1.01 0.75 0.62 0.06
H -2.272054 -1.412062 5.469902 1.49 0.68 -0.92 0.09
H -3.558054 -0.557062 5.127902 0.01 0.42 -1.77 0.10
H -2.074054 -0.037062 4.077902 0.10 0.28 1.38 0.07
C 1.276946 -3.187062 2.080902 -2.54 0.94 -0.50 -0.04
C 2.259946 -2.850062 1.128902 6.20 -1.90 -5.14 -0.37
O 2.749946 -3.761062 0.329902 -2.15 4.09 3.26 -0.02
C 2.874946 -1.331062 1.114902 -4.43 -1.49 -2.67 0.02
H 0.462946 -2.429062 1.877902 0.03 -1.43 0.35 0.10
H 1.485946 -3.109062 3.087902 1.11 0.98 2.26 0.07
H 1.077946 -4.228062 2.013902 -1.04 -0.73 -0.71 0.10
H 3.442946 -0.915062 0.283902 -0.47 -0.96 -1.04 0.05
H 3.634946 -1.323062 1.780902 1.59 0.43 3.42 0.04
H 1.913946 -0.726062 1.165902 1.61 -0.04 0.93 0.08
C -0.395054 -3.473062 -5.838098 4.44 6.25 -9.14 0.04
C -1.073054 -2.688062 -7.034098 -0.03 7.40 3.01 -0.35
O -1.010054 -1.333062 -7.043098 -0.33 -7.61 -0.46 -0.06
C -1.799054 -3.490062 -8.014098 3.21 2.37 -4.47 -0.04
H 0.058946 -4.098062 -6.565098 1.41 -1.74 0.71 0.08
H -0.941054 -3.808062 -5.183098 -5.96 -4.07 6.38 -0.05
H 0.226946 -2.688062 -5.460098 0.95 -0.13 0.45 0.08
H -0.993054 -4.100062 -8.659098 -1.86 1.36 1.18 0.15
H -2.444054 -2.834062 -8.645098 0.77 -0.58 0.18 0.10
H -2.372054 -4.149062 -7.552098 -2.53 -3.24 2.17 0.02
C -4.137054 -3.274062 -1.143098 -1.95 -5.30 -0.73 0.00
C -3.711054 -4.428062 -2.031098 -1.01 -3.16 -0.13 -0.37
O -4.325054 -5.543062 -1.972098 2.15 3.91 -0.41 0.01
C -2.499054 -4.245062 -2.983098 2.94 -7.36 10.31 0.01
H -3.352054 -2.797062 -0.792098 3.55 2.92 1.43 0.00
H -4.634054 -3.830062 -0.364098 -0.24 0.19 0.70 0.09
H -4.887054 -2.791062 -1.646098 -1.54 1.97 -1.25 0.07
H -2.727054 -3.745062 -3.692098 -2.59 7.45 -8.67 -0.05
H -2.429054 -5.244062 -3.426098 0.74 -0.08 0.35 0.09
H -1.543054 -3.930062 -2.358098 -2.01 -0.52 -1.54 0.14
C -6.327054 2.819938 -1.293098 -0.24 3.29 -0.23 -0.04
C -5.393054 2.854938 -0.135098 5.24 -4.77 1.42 -0.34
O -4.429054 1.891938 0.134902 -5.87 5.76 -1.67 -0.08
C -5.570054 4.071938 0.691902 -0.22 -1.20 -0.74 -0.04
H -6.408054 4.012938 -1.713098 -0.10 -3.47 1.19 0.16
H -7.307054 2.480938 -0.898098 0.38 0.29 -0.55 0.10
H -5.951054 2.243938 -2.093098 0.12 -0.94 -0.76 0.06
H -5.717054 4.946938 0.143902 -0.80 1.19 -1.10 0.07
H -4.806054 4.292938 1.299902 3.94 0.37 1.75 0.04
H -6.230054 4.000938 1.495902 -2.34 -0.54 0.73 0.09
C 1.236946 1.082938 4.097902 -5.28 -2.97 -1.49 -0.04
C 0.708946 0.780938 5.535902 -5.35 1.74 0.45 -0.33
O -0.650054 0.894938 5.797902 8.95 -0.77 -1.34 -0.09
C 1.844946 0.388938 6.507902 -4.49 -3.33 1.57 -0.05
H 1.538946 0.089938 3.574902 -0.40 1.37 1.08 0.09
H 1.998946 1.750938 3.889902 1.53 1.55 0.37 0.03
H 0.231946 1.391938 3.499902 2.49 -0.44 1.20 0.11
H 2.483946 1.188938 6.763902 1.44 0.62 -0.79 0.04
H 2.191946 -0.684062 6.008902 -0.15 2.98 1.82 0.15
H 1.288946 0.278938 7.605902 1.39 -0.53 -2.83 0.13
C 4.371946 -3.632062 -2.299098 0.88 1.02 -3.25 -0.01
C 4.030946 -2.652062 -3.506098 -5.05 -0.06 -0.79 -0.29
O 2.863946 -2.764062 -4.159098 6.37 0.38 3.26 -0.06
C 4.931946 -1.440062 -3.770098 0.49 -4.76 0.68 -0.01
H 5.187946 -4.289062 -2.729098 -0.60 0.67 1.02 0.10
H 3.494946 -4.179062 -2.206098 -1.45 -1.39 0.28 0.03
H 4.542946 -3.168062 -1.333098 0.57 0.30 -0.26 0.06
H 5.634946 -1.674062 -4.521098 1.17 -0.72 -0.85 0.08
H 5.443946 -1.090062 -2.943098 0.82 0.62 1.90 0.05
H 4.375946 -0.776062 -4.217098 -3.19 3.93 -2.07 0.01
```
Forces are in eV/Å.

Computed properties:
HOMO-LUMO gap: 9.3 eV
highest occupied orbital energy: -9.260 eV
SMILES: CCOC(C)=O.CCOC(C)=O.CCOC(C)=O.CC(C)=O.CC(C)=O.CC(C)=O.CC(C)=O.CC(C)=O.CC(C)=O.CC(C)=O